(1)
Entry from the OMol25 dataset: the ion C14H27ClN3O with charge +1 in a non-equilibrium geometry (the ωB97M-V functional and the def2-TZVPD basis).

Structure (XYZ):
```
46
Properties=species:S:1:pos:R:3:lowdin_charge:R:1
C 0.2556 1.7682 4.6525 -0.1216
C 0.6150 1.3360 3.1697 -0.2667
C -0.2993 2.0309 2.1022 -0.2275
C 0.3009 1.8164 0.6656 -0.2245
C -0.5468 2.5604 -0.4347 -0.2012
C -1.6578 1.6966 -1.1287 -0.2045
C -2.7167 1.0457 -0.1592 -0.1976
C -2.2863 -0.3505 0.4424 -0.2004
C -2.5411 -1.5459 -0.5582 -0.1994
C -1.5280 -2.7375 -0.4347 -0.1897
C -0.0157 -2.3405 -0.5653 -0.1836
C 0.3604 -1.8221 -2.0000 -0.0938
N 1.8208 -1.6790 -2.2099 -0.0940
C 2.4128 -1.7063 -3.4150 0.0160
N 3.7684 -1.4911 -3.1582 -0.3955
Cl 5.0651 -1.3782 -4.2367 0.8491
C 3.8463 -1.3555 -1.7775 -0.3681
O 4.9171 -1.0997 -0.9892 0.1207
N 2.6507 -1.4731 -1.1716 0.2307
H 0.6879 0.9836 5.3339 0.0717
H 0.6981 2.7506 4.9368 0.0722
H -0.8501 1.7622 4.8358 0.0742
H 0.5225 0.2202 3.0740 0.1015
H 1.7057 1.5801 3.0341 0.1075
H -1.3747 1.7548 2.2044 0.1025
H -0.2311 3.1391 2.3026 0.1240
H 1.3176 2.3043 0.6815 0.1087
H 0.5028 0.7366 0.4195 0.0840
H -0.9597 3.5147 -0.0291 0.1164
H 0.1812 2.8596 -1.2437 0.1051
H -1.2682 0.8978 -1.8102 0.0816
H -2.2373 2.4031 -1.7891 0.1136
H -3.6265 0.8262 -0.7892 0.1124
H -3.0519 1.7760 0.6162 0.1099
H -1.2568 -0.3615 0.8683 0.0731
H -2.9778 -0.5209 1.3161 0.1182
H -3.5530 -1.9640 -0.2974 0.1190
H -2.6498 -1.1348 -1.5954 0.1072
H -1.7477 -3.4297 -1.2989 0.1158
H -1.6693 -3.3354 0.4955 0.1221
H 0.5803 -3.2635 -0.3150 0.1236
H 0.2952 -1.5739 0.1842 0.0882
H -0.1513 -2.3873 -2.8195 0.1471
H -0.0585 -0.7772 -2.0620 0.1206
H 1.9431 -1.8423 -4.4065 0.1787
H 4.8079 -0.1932 -0.6400 0.1526
```

Values from the calculation:
**Multiplicity**: 1
**Max |F|**: 2.919 eV/Å
**Frontier orbital gap**: 8.751 eV
**Total charge**: +1
**DFT total energy**: -33987.1021 eV

---

(2)
Entry from the OMol25 dataset: an isolated molecule of C5H7NO (the ωB97M-V functional and the def2-TZVPD basis).

Structure (XYZ):
```
14
Properties=species:S:1:pos:R:3:lowdin_charge:R:1
C -1.9079 0.5658 -0.2858 -0.0607
C -0.4649 0.2576 -0.0621 -0.2948
C 0.5346 1.0841 0.2606 -0.0644
N 1.7499 0.3868 0.4176 0.0876
C 1.5556 -0.9751 0.2988 -0.4623
O 2.3616 -1.8411 0.5623 0.0614
C 0.1323 -1.1139 -0.2460 -0.0444
H -2.1883 0.4965 -1.3450 0.0802
H -2.1580 1.5697 0.0698 0.0771
H -2.5391 -0.1457 0.2608 0.0794
H 0.5166 2.1600 0.3821 0.1225
H 2.6037 0.7763 0.7845 0.1480
H -0.4022 -1.9577 0.1989 0.1308
H 0.2186 -1.3018 -1.3232 0.1395
```

Values from the calculation:
**Multiplicity**: 1
**Max |F|**: 0.437 eV/Å
**Frontier orbital gap**: 9.234 eV
**Total charge**: 0
**DFT total energy**: -8836.1390 eV

---

(3)
Entry from the OMol25 dataset: an isolated molecule of H4O2P2 in a non-equilibrium geometry (the ωB97M-V functional and the def2-TZVPD basis).

Structure (XYZ):
```
8
Properties=species:S:1:pos:R:3:lowdin_charge:R:1
O 0.2317 1.9073 0.2527 -0.4218
P 0.8268 -0.0962 0.2957 0.6672
O 0.5400 -0.2519 1.8778 -0.3944
P -1.2097 -0.5169 -0.3562 0.5580
H 1.1305 2.2048 0.3885 -0.0589
H -0.3822 -0.2551 1.9710 -0.0418
H -0.8739 -1.7191 -1.1856 -0.1090
H -1.0922 -0.0430 -1.5937 -0.1992
```

Values from the calculation:
**Multiplicity**: 1
**Max |F|**: 4.024 eV/Å
**Frontier orbital gap**: 10.022 eV
**Total charge**: 0
**DFT total energy**: -22736.1729 eV

---

(4)
Entry from the OMol25 dataset: an isolated molecule of C27H34N4O5 (the ωB97M-V functional and the def2-TZVPD basis).

Structure (XYZ):
```
70
Properties=species:S:1:pos:R:3:lowdin_charge:R:1
C -2.0077 -3.6698 1.6566 -0.0567
C -0.7948 -3.7933 2.5694 -0.2161
O 0.3756 -3.2576 1.9561 -0.0025
C 0.5160 -1.9166 2.0028 -0.4130
O -0.2603 -1.1816 2.5964 0.0704
C 1.6677 -1.4506 1.2835 -0.0982
N 2.5972 -2.2744 0.6821 0.1396
C 3.5313 -1.5057 0.0681 -0.1878
C 4.6595 -1.8950 -0.6536 0.0537
C 5.4645 -0.9113 -1.1862 -0.1919
O 6.5883 -1.1365 -1.9117 -0.0590
C 6.9706 -2.4652 -2.1605 -0.0825
C 5.1450 0.4717 -0.9983 -0.1933
O 6.0253 1.3337 -1.5800 -0.0717
C 5.7739 2.7120 -1.4484 -0.0775
C 4.0354 0.8493 -0.2849 0.0581
C 3.2042 -0.1418 0.2596 -0.0742
C 2.0155 -0.1196 1.0353 -0.0745
N 1.2226 0.9060 1.5154 0.1738
C 1.1538 2.2196 1.1756 -0.4064
O 1.9372 2.7919 0.4444 0.0747
C -0.0739 2.9410 1.7540 -0.2822
C -0.2596 2.7248 3.2550 -0.0281
N -1.2953 2.6441 1.0095 -0.1147
C -1.2556 3.1122 -0.3636 -0.1644
C -2.6565 3.0436 -0.9666 -0.1763
N -3.1327 1.6764 -0.9281 -0.1783
C -4.4048 1.4939 -1.6011 -0.1592
C -4.7206 0.0301 -1.7568 -0.2281
C -6.0033 -0.4570 -1.5511 -0.0463
C -6.2758 -1.8063 -1.7017 -0.0896
C -5.2652 -2.6843 -2.0512 -0.0994
C -3.9812 -2.2059 -2.2561 -0.0853
C -3.7122 -0.8574 -2.1147 -0.0442
C -3.1733 1.2297 0.4500 -0.1614
C -1.7622 1.2708 1.0264 -0.1697
H -2.8678 -4.1363 2.1278 0.0789
H -1.8153 -4.1578 0.7041 0.0778
H -2.2318 -2.6213 1.4751 0.0685
H -0.5557 -4.8398 2.7700 0.1230
H -0.9762 -3.2652 3.5112 0.1214
H 2.5680 -3.2781 0.7255 0.1618
H 4.8786 -2.9425 -0.7816 0.1086
H 6.2032 -3.0064 -2.7243 0.0968
H 7.1851 -3.0040 -1.2313 0.0966
H 7.8788 -2.4033 -2.7578 0.0951
H 6.5738 3.2090 -1.9950 0.0929
H 4.8076 2.9883 -1.8811 0.0996
H 5.7984 3.0258 -0.4000 0.0991
H 3.7669 1.8814 -0.1434 0.0864
H 0.4790 0.5357 2.1052 0.0928
H 0.1134 4.0101 1.5901 0.1467
H -1.1360 3.2779 3.5834 0.0872
H -0.3981 1.6805 3.5208 0.0639
H 0.6122 3.1001 3.7856 0.0875
H -0.9044 4.1461 -0.3767 0.1274
H -0.5735 2.5067 -0.9832 0.1313
H -2.6188 3.3773 -2.0067 0.1220
H -3.3238 3.7207 -0.4030 0.1276
H -4.3204 1.9449 -2.5967 0.1307
H -5.2317 2.0029 -1.0719 0.1264
H -6.7955 0.2232 -1.2707 0.1083
H -7.2793 -2.1728 -1.5403 0.0998
H -5.4767 -3.7377 -2.1630 0.0977
H -3.1885 -2.8875 -2.5295 0.1000
H -2.7148 -0.4742 -2.2664 0.1138
H -3.5512 0.2054 0.4788 0.1205
H -3.8358 1.8687 1.0613 0.1325
H -1.7872 0.8936 2.0479 0.1111
H -1.1315 0.6076 0.4106 0.1285
```

Values from the calculation:
**Multiplicity**: 1
**Max |F|**: 0.857 eV/Å
**Frontier orbital gap**: 8.107 eV
**Total charge**: 0
**DFT total energy**: -44749.2717 eV

---

Computed values of lowest unoccupied orbital energy (unit: eV) for the preceding records, in sequence: -3.8737; 0.8383; 0.2121; 0.5176.